Formula: C33H33IrN6O3
Source: the OMol25 dataset
Level of theory: ωB97M-V/def2-TZVPD

## Properties
- expectation value of S² = 6.0524
- charge = 0
- max |F| (eV Å⁻¹) = 2.0
- multiplicity = 5
- HOMO energy (alpha / beta) (eV) = -4.387 / -6.749

Atoms and positions in Å:
1 Ir -0.07408 -1.34746 0.09936
2 O -2.06437 0.92874 4.74100
3 C -0.73637 0.89902 4.97456
4 C -0.21826 1.65831 6.01867
5 C 1.13771 1.64579 6.30690
6 C 2.00306 0.87384 5.54388
7 C 1.50824 0.13808 4.48939
8 C 0.14036 0.13252 4.17881
9 C -0.30362 -0.59472 2.99921
10 O 0.61095 -1.09017 2.21170
11 N -1.58499 -0.63791 2.69486
12 N -1.91257 -1.08619 1.48022
13 C -3.21464 -1.13280 1.19917
14 C -3.82244 -1.36677 -0.04471
15 C -5.22969 -1.20082 -0.15778
16 C -5.87696 -1.25335 -1.36299
17 C -5.17149 -1.49638 -2.54132
18 C -3.81068 -1.75303 -2.46812
19 C -3.15194 -1.70883 -1.25664
20 O -1.83560 -2.13052 -1.15533
21 H -2.24216 0.32365 3.97786
22 H -0.90164 2.25653 6.60288
23 H 1.51866 2.23398 7.13014
24 H 3.05966 0.85319 5.77383
25 H 2.16522 -0.46724 3.88177
26 H -3.88518 -0.89174 2.02353
27 H -5.78908 -1.01678 0.74804
28 H -6.94592 -1.10246 -1.40343
29 H -5.68039 -1.51839 -3.49256
30 H -3.26469 -2.02891 -3.36053
31 N -0.71273 0.90548 -0.49103
32 C -1.66935 1.23151 -1.48641
33 C -2.54591 2.29378 -1.30152
34 C -3.42414 2.66215 -2.30306
35 C -3.41762 1.98618 -3.51112
36 C -2.56872 0.91189 -3.69198
37 C -1.71324 0.49862 -2.67709
38 C -0.82621 -0.66390 -2.89624
39 C 0.12117 -0.59006 -3.91007
40 C 0.98506 -1.63755 -4.18538
41 C 0.91119 -2.80350 -3.43352
42 C -0.02468 -2.91709 -2.42868
43 C -0.89150 -1.85002 -2.12434
44 H -0.93202 1.37745 0.38173
45 H 0.23109 1.15847 -0.77312
46 H -2.52513 2.84034 -0.36861
47 H -4.09911 3.49115 -2.15376
48 H -4.07704 2.28771 -4.30812
49 H -2.57983 0.36270 -4.62091
50 H 0.17272 0.31896 -4.49522
51 H 1.69790 -1.55971 -4.99110
52 H 1.56812 -3.63249 -3.64692
53 H -0.13416 -3.83156 -1.86291
54 C 3.90752 2.03117 1.77041
55 C 2.40731 2.13456 1.53557
56 N 1.90237 0.91959 0.92874
57 C 2.69690 0.10314 0.17388
58 N 2.16460 -1.01500 -0.23635
59 C 3.04972 -1.94828 -0.90210
60 C 3.94593 -1.19586 -1.88501
61 C 4.77698 -0.19945 -1.09317
62 N 3.95079 0.50993 -0.13963
63 C 4.53951 1.70431 0.42650
64 H 4.10853 1.23803 2.49135
65 H 4.30983 2.96430 2.16123
66 H 2.21034 2.97966 0.86189
67 H 1.87195 2.30347 2.47049
68 H 1.32706 0.31603 1.53099
69 H 2.44814 -2.69259 -1.42366
70 H 3.65915 -2.47027 -0.15200
71 H 3.30675 -0.67012 -2.59636
72 H 4.60177 -1.87009 -2.43315
73 H 5.24471 0.53615 -1.75832
74 H 5.58151 -0.72297 -0.55944
75 H 4.40229 2.54878 -0.26441
76 H 5.61334 1.53587 0.53963

Atom charges from the Löwdin analysis, given in e for atoms 1 to 5:
1 Ir 1.326
2 O 0.045
3 C -0.272
4 C -0.021
5 C -0.095

Formula: C22H20F10HfN5O2
Source: the OMol25 dataset
Level of theory: ωB97M-V/def2-TZVPD

## Properties
- charge = +1
- max |F| (eV Å⁻¹) = 2.6
- multiplicity = 1
- HOMO energy (eV) = -10.682

Atoms and positions in Å:
1 Hf 0.45277 -0.63940 -0.47161
2 C 3.46309 -1.64806 -1.44699
3 N 2.83349 -0.77702 -0.43427
4 C 3.39063 0.59337 -0.57866
5 C 2.39657 1.67311 -0.16724
6 N 1.13365 1.31920 -0.80773
7 C 0.35602 2.29454 -1.36087
8 C 0.28320 3.65461 -1.03308
9 F 1.03005 4.14412 -0.03490
10 C -0.59685 4.51466 -1.66881
11 F -0.64033 5.78941 -1.30641
12 C -1.45803 4.05994 -2.65686
13 F -2.31540 4.88658 -3.24409
14 C -1.42926 2.71722 -3.00092
15 F -2.26416 2.22880 -3.91559
16 C -0.53324 1.89510 -2.36391
17 F -0.51122 0.55503 -2.63867
18 C 3.11697 -1.34847 0.90182
19 C 2.32613 -0.66313 2.00238
20 N 0.92338 -0.59275 1.58248
21 C -0.03839 -0.57066 2.55406
22 C 0.08427 -0.08982 3.86938
23 F 1.23645 0.45460 4.27773
24 C -0.97352 -0.10149 4.76142
25 F -0.80031 0.37974 5.98297
26 C -2.22438 -0.57148 4.38546
27 F -3.24775 -0.53423 5.23007
28 C -2.38561 -1.06319 3.10300
29 F -3.56898 -1.51975 2.68758
30 C -1.30635 -1.07482 2.25172
31 F -1.45179 -1.60536 0.99739
32 H 4.55199 -1.60689 -1.35849
33 H 3.14894 -2.67874 -1.29731
34 H 3.17085 -1.33277 -2.44463
35 H 4.33050 0.68645 -0.02598
36 H 3.60123 0.74696 -1.63627
37 H 2.28445 1.75389 0.91323
38 H 2.77758 2.63006 -0.52314
39 H 2.81724 -2.39472 0.87320
40 H 4.18620 -1.29405 1.13119
41 H 2.43336 -1.27186 2.90229
42 H 2.74389 0.31650 2.23503
43 N -1.88479 -1.66054 -1.70060
44 C -1.99787 -3.13918 -1.61344
45 C -0.65012 -3.77688 -2.02807
46 C 0.33091 -2.81031 -1.45888
47 O 0.59939 -2.78884 -0.22923
48 O 0.70401 -1.80668 -2.15593
49 H -2.79316 -1.26082 -1.49350
50 H -1.69492 -1.42917 -2.67208
51 H -2.78921 -3.53170 -2.25290
52 H -2.21891 -3.39840 -0.58024
53 H -0.54965 -3.81579 -3.11098
54 H -0.54210 -4.76980 -1.60105
55 C -3.71887 1.94376 0.55073
56 C -2.49444 1.25553 0.23413
57 N -1.51985 0.71249 -0.01711
58 H -4.19403 2.30316 -0.36225
59 H -3.51571 2.79531 1.20005
60 H -4.39806 1.26265 1.06538

Atom charges from the Löwdin analysis, given in e for atoms 1 to 5:
1 Hf 1.780
2 C -0.060
3 N -0.281
4 C -0.146
5 C -0.193

Formula: C50H58N6O26
Source: the OMol25 dataset
Level of theory: ωB97M-V/def2-TZVPD

## Properties
- SMILES = O=[N+]([O-])c1ccccc1.O=[N+]([O-])c1ccccc1.O=[N+]([O-])c1ccccc1.O=[N+]([O-])c1ccccc1.O=C1OCCO1.O=C1OCCO1.O=C1OCCO1.O=C1OCCO1.O=C1OCCO1.O=C1OCCO1.CCCC#N.CCCC#N
- charge = 0
- max |F| (eV Å⁻¹) = 5.0
- multiplicity = 1
- HOMO energy (eV) = -9.506

Atoms and positions in Å:
1 O -0.46665 -1.92785 -3.08006
2 N -0.52151 -1.90814 -4.26950
3 O -1.03665 -1.04665 -4.92758
4 C 0.15577 -2.98659 -5.01480
5 C -0.09858 -3.10552 -6.35327
6 C 0.61566 -4.07479 -7.02646
7 C 1.43464 -4.98437 -6.31482
8 C 1.55527 -4.90286 -4.94125
9 C 0.94086 -3.88264 -4.25644
10 H -0.80783 -2.48882 -6.90428
11 H 0.57693 -4.11377 -8.09826
12 H 1.90525 -5.76054 -6.89323
13 H 2.11264 -5.62967 -4.38745
14 H 1.02822 -3.76591 -3.17705
15 O 0.52333 1.48390 -2.46136
16 N 0.72142 1.93783 -3.52036
17 O 0.42791 3.00376 -3.98409
18 C 1.33142 0.97354 -4.40401
19 C 2.01619 -0.10047 -3.87951
20 C 2.68591 -0.98493 -4.71190
21 C 2.56253 -0.74285 -6.09863
22 C 1.80428 0.32771 -6.60518
23 C 1.21286 1.24038 -5.75485
24 H 2.14767 -0.14436 -2.80423
25 H 3.18795 -1.88184 -4.30350
26 H 3.01271 -1.35614 -6.84402
27 H 1.74121 0.50423 -7.65795
28 H 0.66170 2.13366 -6.07627
29 O -4.09479 2.79373 2.27718
30 N -3.76995 3.44398 3.21236
31 O -4.48372 4.18740 3.86790
32 C -2.29696 3.56366 3.54719
33 C -1.84967 4.69991 4.11152
34 C -0.48826 4.81490 4.31178
35 C 0.35116 3.72693 3.99925
36 C -0.18589 2.61893 3.40151
37 C -1.52107 2.51739 3.12739
38 H -2.49348 5.54048 4.33050
39 H -0.13266 5.79289 4.62129
40 H 1.40157 3.78468 4.23143
41 H 0.42997 1.77269 3.16003
42 H -1.98578 1.68251 2.62513
43 O 0.89574 -0.99014 4.18439
44 N 0.15990 -1.75016 4.83765
45 O 0.26330 -2.93043 4.87005
46 C -0.78878 -1.07464 5.79790
47 C -0.50343 0.25744 6.08123
48 C -1.36899 0.81362 6.96642
49 C -2.40022 0.07003 7.58329
50 C -2.61988 -1.26751 7.20465
51 C -1.74040 -1.90817 6.32184
52 H 0.38734 0.72796 5.71680
53 H -1.22563 1.83230 7.33075
54 H -3.04300 0.41648 8.37919
55 H -3.41627 -1.80402 7.68059
56 H -1.87874 -2.92293 5.99843
57 O -2.88674 6.65822 0.69418
58 C -2.18036 5.86573 0.20012
59 O -2.19528 5.49178 -1.05368
60 C -1.42459 4.26695 -1.30976
61 C -0.75728 4.15957 0.08160
62 O -1.42862 5.03795 0.98380
63 H -2.02038 3.40827 -1.66293
64 H -0.70250 4.57840 -2.06235
65 H 0.28203 4.33779 0.08011
66 H -0.95662 3.21501 0.52380
67 O -1.11312 -4.97868 2.22244
68 C 0.04841 -4.83158 2.16339
69 O 0.94621 -5.82907 2.26908
70 C 2.27694 -5.32964 2.15383
71 C 2.09856 -3.83072 2.27500
72 O 0.66834 -3.65641 2.01862
73 H 2.86072 -5.63439 2.98512
74 H 2.72073 -5.58520 1.22448
75 H 2.64523 -3.26547 1.52740
76 H 2.33559 -3.44403 3.27102
77 O 4.02477 6.38197 2.71180
78 C 4.42152 5.55085 2.02165
79 O 3.77923 4.41730 1.81241
80 C 4.59038 3.44278 1.11311
81 C 5.73210 4.38142 0.54094
82 O 5.63315 5.46582 1.44023
83 H 5.06013 2.72337 1.84798
84 H 4.08139 2.90624 0.31807
85 H 5.63003 4.71565 -0.50760
86 H 6.68191 3.87395 0.66069
87 O -5.28467 -2.68979 -0.98796
88 C -4.76322 -1.73006 -1.37284
89 O -5.25824 -0.50963 -1.28144
90 C -4.35635 0.50810 -1.73933
91 C -3.22773 -0.41759 -2.44090
92 O -3.55827 -1.72417 -2.00715
93 H -4.85701 1.09271 -2.49744
94 H -4.02994 1.04800 -0.86347
95 H -2.23862 -0.15250 -2.10002
96 H -3.38891 -0.35748 -3.51772
97 O 1.06008 -5.88527 -1.92602
98 C -0.08000 -5.50574 -1.62365
99 O -1.15742 -6.02555 -2.15930
100 C -2.24674 -5.10174 -1.90222
101 C -1.68371 -4.23661 -0.74118
102 O -0.29083 -4.42928 -0.90528
103 H -2.59855 -4.52739 -2.77663
104 H -3.02705 -5.77072 -1.57410
105 H -2.02916 -4.52076 0.22041
106 H -1.88845 -3.17317 -0.86701
107 O 2.94816 4.17964 -1.36794
108 C 3.57252 3.79021 -2.28522
109 O 3.38211 2.72573 -3.06636
110 C 4.30471 2.72298 -4.16547
111 C 5.42603 3.59228 -3.54502
112 O 4.71603 4.42687 -2.66153
113 H 4.63586 1.70270 -4.31824
114 H 3.89910 3.15518 -5.11577
115 H 5.93046 4.19561 -4.31577
116 H 6.15816 3.04711 -2.92797
117 C -2.36474 -2.01123 2.57021
118 C -3.77783 -1.64926 2.21797
119 C -4.49235 -0.94244 3.39361
120 C -4.52933 -1.81945 4.57403
121 N -4.68147 -2.55646 5.43358
122 H -1.76555 -2.36717 1.71807
123 H -2.35352 -2.85512 3.30739
124 H -1.75818 -1.20393 2.97005
125 H -4.26484 -2.58450 1.85294
126 H -3.73464 -0.94259 1.37309
127 H -5.51357 -0.76707 3.11119
128 H -4.07811 0.03054 3.61250
129 C 1.76954 0.81855 0.72361
130 C 1.25227 -0.56029 0.83188
131 C 0.15106 -0.88090 -0.23453
132 C -0.98648 0.11732 0.01348
133 N -1.72412 0.97651 0.25328
134 H 2.31802 1.08102 -0.19676
135 H 2.49332 1.00455 1.52586
136 H 0.94213 1.54132 0.91720
137 H 0.79460 -0.63420 1.80195
138 H 2.01985 -1.36338 0.72727
139 H -0.17720 -1.88784 -0.00307
140 H 0.50841 -0.69371 -1.23412

Atom charges from the Löwdin analysis, given in e for atoms 1 to 5:
1 O 0.077
2 N -0.344
3 O 0.092
4 C -0.149
5 C -0.019

Formula: C6H35NO11
Source: the OMol25 dataset
Level of theory: ωB97M-V/def2-TZVPD

## Properties
- SMILES = CN(C)CCCCO.O.O.O.O.O.O.O.O.O.O
- charge = 0
- max |F| (eV Å⁻¹) = 5.8
- multiplicity = 1
- HOMO energy (eV) = -9.529

Atoms and positions in Å:
1 C 3.34614 0.20805 -0.07152
2 N 2.35611 0.51669 1.01967
3 C 2.93789 1.30017 2.14979
4 C 1.29358 1.48403 0.48907
5 C -0.12235 1.35669 1.38961
6 C -1.27316 1.97436 0.57610
7 C -1.49479 1.31948 -0.81157
8 O -1.96115 -0.02888 -0.63110
9 H 2.71485 0.18177 -0.95173
10 H 4.16381 0.87598 -0.13163
11 H 3.68918 -0.77853 0.26556
12 H 2.86887 0.70871 3.08814
13 H 2.38488 2.16763 2.42586
14 H 4.04624 1.25382 1.99697
15 H 1.15779 0.89002 -0.46643
16 H 1.54919 2.49173 0.35259
17 H -0.09023 2.08137 2.24767
18 H -0.27984 0.34060 1.63789
19 H -2.18589 1.79193 1.20654
20 H -1.23131 3.05977 0.48423
21 H -0.46262 0.95919 -0.96435
22 H -2.04671 1.96569 -1.47969
23 H -2.93081 -0.12846 -0.43707
24 O -1.31536 -3.24211 0.37496
25 H -1.47828 -2.29975 0.17295
26 H -1.86475 -3.59034 -0.34555
27 O 2.38519 -3.00490 -0.78035
28 H 2.74160 -2.91058 0.11004
29 H 1.43088 -2.86601 -0.72092
30 O 0.89667 -1.43860 2.66109
31 H 1.78779 -1.62615 2.97294
32 H 0.98870 -0.65872 2.07882
33 O -2.42381 -1.56014 1.92043
34 H -1.48534 -1.38805 1.99760
35 H -2.55511 -2.49147 1.73138
36 O -0.64908 3.11513 -3.79049
37 H -0.56293 2.39985 -4.42688
38 H 0.03727 3.00214 -3.12209
39 O -1.17668 0.27825 4.87306
40 H -0.85450 -0.23154 4.09998
41 H -2.12413 0.11743 4.73394
42 O 1.23137 -1.37521 -3.22502
43 H 1.52493 -2.27286 -2.98903
44 H 1.59232 -0.95162 -2.43353
45 O 0.51417 0.84245 -4.27918
46 H 0.11825 0.34323 -3.56276
47 H 0.91600 0.17168 -4.83506
48 O -4.26418 0.07355 0.53006
49 H -3.83050 -0.36310 1.27641
50 H -5.21324 0.07638 0.38529
51 O -1.55354 -1.78955 -3.10759
52 H -1.32542 -0.90279 -3.42534
53 H -1.91799 -1.44836 -2.25974

Atom charges from the Löwdin analysis, given in e for atoms 1 to 5:
1 C -0.055
2 N -0.270
3 C -0.087
4 C -0.137
5 C -0.121

Formula: C8H14N3O2S
Source: the OMol25 dataset
Level of theory: ωB97M-V/def2-TZVPD

## Properties
- expectation value of S² = 2.0089
- charge = +1
- max |F| (eV Å⁻¹) = 5.1
- multiplicity = 3
- HOMO energy (alpha / beta) (eV) = -10.494 / -12.974

Atoms and positions in Å:
1 C -0.48608 2.04952 -0.65178
2 C 1.64989 -0.48831 0.03221
3 C -0.85930 -2.20330 -0.05707
4 C -2.05281 -1.62496 0.71066
5 C -0.28898 -1.32471 -1.18813
6 C -1.62179 -0.66536 1.66661
7 C 0.38425 1.08458 -1.40068
8 C 3.35709 0.61867 1.36835
9 N 0.53721 -0.22764 -0.78686
10 N -0.93918 1.44213 -1.74550
11 N -0.65301 3.23806 -0.09831
12 O 1.87493 -1.61527 0.39958
13 O 2.32882 0.64701 0.37354
14 S -1.21278 0.94098 1.45453
15 H -0.04198 -2.62554 0.66320
16 H -1.23037 -3.14658 -0.57836
17 H -2.74168 -1.06490 -0.07816
18 H -2.69050 -2.46651 1.22342
19 H 0.18610 -2.02768 -1.91715
20 H -1.21989 -0.77994 -1.60600
21 H -1.55166 -1.00638 2.68761
22 H 1.17548 1.37779 -1.92788
23 H 4.43932 0.21420 0.91522
24 H 2.96270 0.08961 2.22537
25 H 3.38008 1.64105 1.52816
26 H -1.40617 1.82893 -2.58084
27 H -1.55635 3.70225 -0.31795
28 H -0.17141 3.44349 0.71998

Atom charges from the Löwdin analysis, given in e for atoms 1 to 5:
1 C -0.363
2 C -0.503
3 C -0.200
4 C -0.301
5 C -0.157

no.,DFT total energy (hartree)
1,-1935.79056
2,-2321.16805
3,-4224.49190
4,-1131.86383
5,-1025.71610